Formula: C9H28IN6O5
Source: the OMol25 dataset
Level of theory: ωB97M-V/def2-TZVPD

Each line ends with the natural charge from an NBO analysis.
Geometry (Å):
I 0.11657 0.39318 1.16607  -0.901
C 0.59046 3.41340 -3.79270  -0.623
C -0.03545 3.19577 -2.44410  0.099
C -1.31917 2.34120 -2.60183  -0.629
O 0.89885 2.51086 -1.64628  -0.754
H 1.49260 4.03954 -3.77134  0.213
H -0.07160 3.85377 -4.53918  0.203
H 0.98773 2.48518 -4.21794  0.206
H -0.39082 4.14168 -2.01492  0.146
H -2.11950 2.91157 -3.07708  0.202
H -1.63591 1.98366 -1.62102  0.217
H -1.11068 1.48664 -3.24974  0.204
H 0.44787 2.03118 -0.93643  0.495
C -1.85950 -4.29014 2.82429  -0.621
C -1.34307 -2.86829 2.85264  0.082
C -1.73386 -2.07993 4.09259  -0.629
O 0.08041 -2.89207 2.65828  -0.754
H -1.18092 -5.00976 3.29368  0.209
H -2.01502 -4.61719 1.79650  0.215
H -2.79641 -4.41497 3.37449  0.198
H -1.74477 -2.37256 1.96029  0.173
H -2.74680 -1.68151 4.00808  0.204
H -1.01211 -1.29914 4.31685  0.225
H -1.77938 -2.74752 4.96449  0.190
H 0.29676 -2.03144 2.27039  0.488
C 3.47477 3.41536 2.38790  0.775
O 4.18545 4.40179 2.52152  -0.680
N 2.33827 3.39660 1.63047  -0.854
N 3.76771 2.20307 2.97575  -0.856
H 1.80749 4.22768 1.46013  0.401
H 1.85917 2.51422 1.50729  0.406
H 3.21331 1.41902 2.66754  0.392
H 4.58029 2.02138 3.52794  0.399
C -2.99309 -1.56465 -1.56876  0.776
O -3.95043 -2.07020 -2.13658  -0.684
N -3.09136 -0.86889 -0.38698  -0.865
N -1.70945 -1.66234 -2.04385  -0.857
H -2.25939 -0.40074 -0.06268  0.406
H -3.97331 -0.53758 -0.04914  0.396
H -1.56598 -1.98186 -2.98236  0.401
H -0.93001 -1.21858 -1.58169  0.408
C 1.95881 -1.83271 -2.06683  0.770
O 2.12384 -2.64916 -2.96403  -0.690
N 2.20983 -2.11769 -0.74896  -0.860
N 1.56001 -0.55259 -2.31143  -0.863
H 2.49082 -3.04557 -0.50116  0.402
H 1.87128 -1.47575 -0.04669  0.409
H 1.64192 0.18642 -1.63360  0.416
H 1.37378 -0.29033 -3.25990  0.398

Output
M: 427.26 g mol⁻¹
HOMO energy: -6.2 eV
Total charge: -1
Gap between HOMO and LUMO: 8.86 eV


Formula: C9H28N5ORuSeSi
Source: the OMol25 dataset
Level of theory: ωB97M-V/def2-TZVPD

Each line ends with the natural charge from an NBO analysis.
Geometry (Å):
Ru 0.25396 0.41526 -1.04904  0.851
N -0.92279 2.23148 0.17032  -0.823
C -2.24785 1.66391 0.44976  -0.235
C -2.96861 1.34036 -0.86463  -0.238
N -2.13311 0.50585 -1.73693  -0.612
C -2.70826 -0.77781 -2.16044  -0.238
C -1.70560 -1.92421 -1.97147  -0.234
N -0.37641 -1.52228 -2.43320  -0.791
H -1.02191 3.14999 -0.26096  0.391
H -0.41376 2.37565 1.04313  0.410
H -2.09606 0.73757 1.01578  0.209
H -2.87156 2.34539 1.03913  0.223
H -3.89376 0.81771 -0.61847  0.229
H -3.23982 2.27425 -1.36523  0.215
H -1.86965 1.03816 -2.57043  0.395
H -3.59756 -1.00061 -1.56847  0.228
H -3.01008 -0.73070 -3.21089  0.217
H -1.62797 -2.16960 -0.90387  0.205
H -2.08156 -2.80036 -2.51101  0.225
H 0.29861 -2.26324 -2.24151  0.415
H -0.36928 -1.36034 -3.44237  0.402
C 4.78316 2.95309 -1.11416  -0.437
N 4.05266 1.81170 -1.62494  -0.562
C 2.74010 1.73017 -1.80295  0.796
N 1.94804 2.81666 -1.49455  -0.845
O 2.19754 0.68032 -2.20438  -0.712
H 5.83693 2.69587 -1.07079  0.251
H 4.45170 3.20772 -0.10600  0.212
H 4.67485 3.82648 -1.76026  0.216
H 4.57843 0.97587 -1.83713  0.434
H 2.40370 3.70370 -1.32716  0.416
H 1.10730 2.89356 -2.06023  0.398
C 0.55995 -3.93459 2.28826  -1.138
Si 0.05011 -2.22269 2.91538  1.617
C 1.05531 -1.32210 4.24078  -1.137
C -1.81009 -1.82970 2.82351  -1.132
Se 0.77888 -0.78994 0.85748  -0.192
H 0.51214 -4.66479 3.09113  0.279
H 1.57798 -3.92972 1.90655  0.267
H -0.09738 -4.27982 1.49225  0.258
H 0.94190 -1.80872 5.20411  0.280
H 0.73319 -0.28816 4.35151  0.261
H 2.11425 -1.31667 3.99328  0.268
H -2.36302 -2.37775 3.58108  0.269
H -2.22629 -2.10537 1.85696  0.242
H -1.99832 -0.77154 2.99105  0.246

Output
M: 430.47 g mol⁻¹
Multiplicity: 2
HOMO energy (alpha / beta): -14.3 / -14.0 eV
Total charge: +2
<S²>: 0.7846
Gap between HOMO and LUMO (alpha / beta): 6.86 / 6.15 eV


Formula: C9H29BN3O10P2
Source: the OMol25 dataset
Level of theory: ωB97M-V/def2-TZVPD

Each line ends with the natural charge from an NBO analysis.
Geometry (Å):
C -0.88855 6.31506 3.72292  -0.668
C -0.22520 5.95076 2.40921  -0.062
O -0.66452 4.74262 1.75868  -0.742
B -1.82210 4.16791 2.15998  1.264
O -3.03744 4.36405 1.61179  -0.861
N -1.72008 3.17311 3.30237  -0.937
C -0.65886 2.35251 3.51553  0.790
N -0.74909 0.96790 3.45452  -0.813
N 0.54466 2.82385 3.80671  -0.680
H -0.80743 5.55620 4.50163  0.189
H -0.33260 7.16832 4.11578  0.255
H -1.91092 6.67822 3.62322  0.230
H 0.84358 5.83157 2.59990  0.183
H -0.28649 6.78403 1.71235  0.210
H -3.77143 4.24997 2.22419  0.508
H -2.45426 3.13068 3.99502  0.442
H -1.49804 0.70312 2.81608  0.420
H -1.05797 0.63285 4.36978  0.419
H 0.99274 2.29506 4.55208  0.435
H 0.49570 3.80323 4.07038  0.412
C -3.03113 1.96949 -2.68155  -0.262
O -3.31190 0.93000 -1.70688  -0.757
P -2.35921 -0.40088 -1.62003  2.474
O -3.29139 -1.53020 -1.58094  -1.053
O -1.79673 -0.04469 -0.12831  -0.818
C -1.24320 1.23322 0.11703  -0.253
O -0.92697 -1.01095 -2.08060  -0.746
C -0.72434 -1.21445 -3.50224  -0.276
H -3.96278 2.23938 -3.17198  0.211
H -2.63050 2.84684 -2.17247  0.184
H -2.31950 1.64346 -3.44034  0.177
H -2.01277 1.87201 0.56721  0.164
H -0.87078 1.69723 -0.79819  0.186
H -0.41119 1.13574 0.81618  0.175
H -0.78781 -0.26744 -4.03699  0.176
H -1.46445 -1.91263 -3.89399  0.205
H 0.26902 -1.63041 -3.64438  0.218
C 0.86682 -5.06509 -2.15038  -0.259
O 1.96019 -5.03883 -3.09958  -0.754
P 3.49912 -4.77243 -2.58575  2.468
O 4.00702 -3.73293 -3.49123  -1.063
O 4.02876 -6.24114 -2.98188  -0.810
C 3.32651 -7.38719 -2.50320  -0.248
O 4.46567 -4.70907 -1.26649  -0.736
C 4.18129 -3.69232 -0.28797  -0.268
H 0.05587 -4.46090 -2.55178  0.198
H 0.51603 -6.08897 -2.02155  0.191
H 1.16070 -4.66282 -1.17988  0.168
H 2.64190 -7.74363 -3.27351  0.189
H 2.75860 -7.17254 -1.59356  0.158
H 4.05316 -8.16537 -2.28384  0.201
H 3.18412 -3.82507 0.13473  0.166
H 4.26445 -2.70077 -0.73645  0.196
H 4.91372 -3.78766 0.50867  0.203

Output
M: 412.10 g mol⁻¹
HOMO energy: -11.4 eV
Total charge: +1
Gap between HOMO and LUMO: 6.59 eV


Formula: C9H29F3N10O8
Source: the OMol25 dataset
Level of theory: ωB97M-V/def2-TZVPD

Each line ends with the natural charge from an NBO analysis.
Geometry (Å):
O 2.39847 -34.52734 -7.93692  -0.846
H 1.70653 -35.17760 -8.21614  0.546
H 3.15547 -34.45955 -8.65046  0.554
H 2.95507 -34.87645 -7.17699  0.538
C 4.95583 -33.53484 -10.42284  0.338
O 6.11210 -32.76167 -10.05242  -0.549
O 4.39132 -33.97356 -9.30724  -0.907
C 4.07826 -32.64288 -11.32381  0.921
F 3.15359 -33.41704 -11.94587  -0.357
F 3.40800 -31.71289 -10.64697  -0.310
F 4.80103 -32.02775 -12.27642  -0.340
C 7.26381 -32.93628 -10.80873  -0.056
C 8.48728 -32.39549 -10.09701  -0.617
H 8.50846 -31.30826 -10.02124  0.204
H 8.51999 -32.80160 -9.08307  0.206
H 9.39679 -32.73750 -10.59402  0.198
H 7.18890 -32.50777 -11.82104  0.156
H 7.50445 -33.98253 -11.07340  0.141
H 5.28570 -34.39150 -11.04783  0.094
C 0.20022 -35.26394 -10.51839  0.807
O 0.58015 -35.67167 -9.42712  -0.714
N 1.03026 -35.16913 -11.58425  -0.808
N -1.09945 -34.92433 -10.79606  -0.846
H 0.64668 -35.11732 -12.50659  0.388
H 1.96735 -35.46208 -11.36823  0.429
H -1.40780 -34.79302 -11.74194  0.385
H -1.84642 -34.99362 -10.13282  0.392
C 3.21134 -37.88551 -9.94381  0.771
O 2.13562 -37.99502 -10.51082  -0.651
N 3.37380 -37.41420 -8.66920  -0.847
N 4.38224 -38.28098 -10.53648  -0.842
H 4.32584 -37.22402 -8.40503  0.389
H 2.72282 -37.57267 -7.92649  0.397
H 5.22860 -38.24848 -9.99584  0.377
H 4.51006 -38.40208 -11.52257  0.405
C -0.21366 -32.21805 -8.48024  0.770
O 0.76968 -31.49931 -8.46501  -0.644
N -0.45682 -33.25400 -7.64283  -0.853
N -1.29105 -31.94036 -9.29507  -0.866
H 0.16918 -33.54193 -6.90523  0.440
H -1.29121 -33.79823 -7.74906  0.363
H -1.94320 -32.68589 -9.43444  0.366
H -1.33598 -31.07271 -9.78969  0.406
C 0.60118 -34.70533 -4.25524  0.794
O 0.72484 -34.33734 -5.40439  -0.659
N 1.05671 -33.99587 -3.17457  -0.846
N 0.24851 -36.00281 -3.93458  -0.868
H 1.54862 -33.13950 -3.35520  0.413
H 0.97375 -34.32696 -2.23352  0.391
H -0.17897 -36.23773 -3.05754  0.387
H 0.23587 -36.70636 -4.64836  0.406
C 4.14186 -36.09444 -5.03544  0.812
O 3.73293 -35.57054 -6.06451  -0.699
N 4.00450 -37.42272 -4.72395  -0.832
N 4.61518 -35.30496 -4.02343  -0.840
H 4.25548 -37.64269 -3.77688  0.384
H 3.33910 -38.00832 -5.19091  0.410
H 4.40686 -34.33675 -4.19278  0.425
H 5.01359 -35.67349 -3.18256  0.394

Output
M: 462.39 g mol⁻¹
HOMO energy: -7.3 eV
Total charge: 0
Gap between HOMO and LUMO: 7.08 eV


Number 1: E_tot -37073.291 eV. Number 2: E_tot -95077.059 eV. Number 3: E_tot -53999.366 eV. Number 4: E_tot -49240.286 eV.